C18H47N3O7 | ωB97M-V with the def2-TZVPD basis set

As for the multiplicity: 1. As for the SMILES: CC(N)=O.CC(N)=O.CC(N)=O.CC(C)O.CC(C)O.CC(C)O.CC(C)O. The calculated total energy is -1404.9880 hartree. The frontier orbital gap is 9.614 eV.

Last column: Mulliken charge in e.
Positions of all 75 atoms, in Å:
1 H 1.65 22.38 12.11  0.20
2 H 2.15 23.92 12.89  0.30
3 H 0.63 22.52 9.83  0.39
4 C 1.21 19.60 9.11  0.57
5 O -1.34 21.45 14.28  -0.53
6 C -1.80 14.42 9.36  0.70
7 H -3.24 19.07 15.95  0.13
8 C -2.38 17.38 16.94  0.21
9 H -2.98 21.05 7.93  0.08
10 H -1.61 22.50 16.83  0.35
11 H -1.17 24.02 13.15  0.28
12 H 2.31 18.55 7.50  0.39
13 H -3.20 23.22 16.31  0.43
14 C -1.98 19.54 11.49  0.78
15 O -2.62 14.23 8.22  -0.58
16 H -3.61 18.31 12.21  0.40
17 H -0.86 13.92 9.13  0.21
18 N -1.24 20.59 11.73  0.35
19 C -1.44 15.89 9.35  -1.39
20 O -3.15 18.99 7.73  -0.59
21 H -1.84 14.24 11.54  0.33
22 H -1.21 17.41 18.33  0.37
23 C 1.98 23.40 11.94  -0.92
24 H -5.12 21.35 8.95  0.38
25 C 2.45 19.30 8.28  -1.40
26 H 2.80 20.17 7.74  0.33
27 C -2.77 18.86 12.65  -0.94
28 O 0.84 20.70 9.47  -0.64
29 H -1.31 17.33 15.00  0.08
30 H 3.18 18.88 8.97  0.35
31 H 0.00 24.01 9.22  0.18
32 H -2.81 15.07 7.80  0.32
33 H -2.08 24.81 14.36  0.38
34 H -4.29 21.56 6.16  0.42
35 H -2.29 16.56 9.18  0.28
36 O -2.06 19.10 10.39  -0.75
37 H -1.16 20.99 12.66  0.13
38 N 0.44 23.50 9.97  -0.27
39 H 0.89 17.65 9.40  0.21
40 O -2.09 17.03 18.24  -0.56
41 H 3.00 23.28 11.58  0.34
42 O 0.85 25.31 11.15  -0.64
43 C -4.09 20.50 6.31  -1.60
44 H -2.14 19.49 17.23  0.20
45 H -3.14 19.57 13.39  0.31
46 H -0.67 20.95 10.97  -0.15
47 C -2.46 22.44 16.14  -1.19
48 H -0.32 18.86 10.03  -0.06
49 H -5.02 19.99 6.06  0.35
50 H -2.61 12.88 10.76  0.36
51 H -0.62 24.11 14.93  0.33
52 H -3.45 14.41 10.75  0.31
53 H -3.10 21.57 16.27  0.25
54 H -0.48 18.01 16.45  0.32
55 C -4.81 20.32 8.81  -1.16
56 C -2.93 18.79 16.95  -0.73
57 H -2.74 18.87 8.60  0.31
58 C -1.14 17.22 16.07  -1.01
59 C 1.02 24.14 10.99  0.65
60 H -3.25 20.30 5.64  0.36
61 H -2.24 17.99 13.05  0.03
62 H -0.55 21.39 14.82  0.21
63 H -3.07 22.59 14.08  0.23
64 H -4.56 19.90 9.79  0.16
65 H -0.62 16.31 16.37  0.38
66 C -3.71 20.27 7.75  0.98
67 N 0.51 18.58 9.53  -0.03
68 C -1.43 23.95 14.21  -1.34
69 H -1.07 16.27 10.30  0.37
70 H -3.16 16.74 16.52  0.36
71 C -2.12 22.59 14.62  0.41
72 C -2.47 13.96 10.69  -1.30
73 H -3.76 18.83 17.67  0.29
74 H -5.75 19.89 8.45  0.35
75 H -0.76 16.19 8.56  0.36

---

C4H4FN | ωB97M-V with the def2-TZVPD basis set

As for the multiplicity: 1. As for the SMILES: C/C(F)=C/C#N. The calculated total energy is -309.3006 hartree. The frontier orbital gap (spin up / spin down) is 9.829 / 9.829 eV.

Last column: Mulliken charge in e.
Positions of all 10 atoms, in Å:
1 C 0.06 -0.34 -0.64  0.44
2 C -0.93 1.59 -0.73  0.21
3 C 0.57 -1.00 0.65  -0.96
4 H 1.52 -0.81 1.04  0.37
5 H 0.26 -2.05 0.64  0.28
6 H -0.32 -0.58 1.17  0.28
7 F -1.16 -0.81 -0.98  -0.19
8 C 0.41 0.95 -0.71  -0.33
9 N -1.83 1.61 0.08  -0.44
10 H 1.43 1.45 -0.53  0.34

---

C10H25F6NO9S2V2 | ωB97M-V with the def2-TZVPD basis set

As for the multiplicity: 7. The calculated total energy is -4410.8682 hartree. The frontier orbital gap (spin up / spin down) is 6.787 / 6.635 eV. As for the total charge: +2.

Last column: Mulliken spin population.
Positions of all 55 atoms, in Å:
1 H -1.32 2.40 3.63  0.00
2 C -0.35 -2.32 -1.72  0.00
3 O -1.13 1.02 -2.19  0.02
4 F -2.97 -0.50 0.54  0.00
5 C 2.63 -3.08 1.24  0.00
6 H 0.63 -0.28 5.17  0.00
7 H 0.56 -2.61 1.14  0.00
8 O 0.70 -1.37 -2.03  0.00
9 H 1.08 -1.68 -2.87  0.00
10 C -1.52 -2.20 -2.73  0.00
11 F -3.67 0.18 2.46  0.00
12 S -2.40 1.59 -1.70  0.02
13 O -4.63 2.60 -0.10  0.00
14 C 4.63 2.26 -2.22  0.01
15 H 4.39 0.20 -2.73  -0.01
16 H 5.62 2.41 -2.68  0.00
17 H 0.01 -4.59 0.38  0.00
18 H -1.31 -1.47 -3.51  0.00
19 V 1.06 0.90 -1.79  2.97
20 F -3.43 2.74 -3.80  0.00
21 H 2.77 -2.83 0.18  0.00
22 H 3.24 0.51 -0.20  0.01
23 C -2.65 3.10 -2.83  0.00
24 O 0.37 0.43 0.21  -0.09
25 C -0.66 0.51 3.52  -0.01
26 O -0.96 1.80 2.97  -0.01
27 H 1.16 1.25 4.28  0.00
28 V -0.30 2.29 0.87  3.06
29 H -1.54 -0.02 3.88  0.00
30 H -2.44 -1.94 -2.21  0.00
31 H 0.03 -3.33 -1.74  0.00
32 H 3.34 -3.88 1.42  0.00
33 N -2.12 2.18 -0.10  -0.05
34 C 1.18 -3.45 1.48  0.00
35 O 0.86 -4.68 0.83  0.00
36 H 3.99 2.67 -3.01  0.00
37 F -3.21 4.07 -2.12  0.00
38 C 4.37 0.83 -1.84  0.00
39 H 0.60 -0.25 0.85  0.03
40 C -3.84 0.30 1.16  0.01
41 O -3.52 0.74 -1.87  0.00
42 S -3.52 2.16 0.71  0.01
43 H 5.10 0.41 -1.14  0.00
44 H 0.99 -3.60 2.55  0.00
45 H 2.82 -2.16 1.80  0.00
46 H -0.14 1.32 5.42  0.00
47 H -0.77 -2.08 -0.75  0.00
48 F -5.06 0.01 0.81  0.00
49 F -1.47 3.51 -3.24  0.00
50 C 0.34 0.66 4.70  0.00
51 H 4.70 2.94 -1.37  0.00
52 H -0.26 -0.08 2.71  0.01
53 O -3.35 2.82 1.97  0.00
54 O 3.09 0.74 -1.13  0.01
55 H -1.71 -3.15 -3.24  0.00

---

For reference, F_max by record: 4.18, 5.24, 4.10 eV/Å.